[1]
Computed, not measured: a molecular structure, C25H21Cl3N4OPdS4, with ωB97M-V with the def2-TZVPD basis set.

Last column: Löwdin spin population.
Positions of all 59 atoms, in Å:
Pd: 0.20 -0.50 -0.18  1.44
C: -2.44 -0.22 -2.84  0.02
C: -1.95 -1.55 -2.44  0.10
N: -1.12 -1.81 -1.48  0.05
C: -0.82 -3.15 -1.39  0.11
C: -1.50 -3.94 -2.33  0.21
S: -2.46 -3.00 -3.31  0.11
C: 0.15 -3.56 -0.46  0.09
C: 0.64 -4.85 -0.23  0.21
S: 1.88 -4.82 0.90  0.10
C: 1.71 -3.08 1.06  0.08
N: 0.78 -2.59 0.31  0.09
C: 2.58 -2.30 1.97  0.02
H: -1.98 0.55 -2.22  0.01
H: -3.52 -0.16 -2.74  0.01
H: -2.19 -0.02 -3.88  0.01
H: -1.43 -5.02 -2.45  0.01
H: 0.32 -5.76 -0.70  0.01
H: 3.54 -2.78 2.11  0.00
H: 2.10 -2.20 2.94  0.01
H: 2.73 -1.30 1.55  0.00
Cl: 5.42 1.47 -3.44  0.00
C: 4.86 2.32 -2.06  0.00
C: 5.36 2.02 -0.81  0.00
C: 4.93 2.75 0.29  0.00
C: 3.99 3.77 0.17  0.00
C: 3.55 4.57 1.37  0.00
C: 2.14 4.24 1.86  0.00
N: 1.74 2.83 1.92  0.00
C: 1.16 2.23 3.02  0.01
C: 0.68 1.03 2.61  0.01
N: 0.95 0.88 1.27  0.09
C: 1.59 1.98 0.88  0.01
O: 4.59 4.56 2.35  0.00
C: 4.49 3.99 3.63  0.01
C: 5.22 4.90 4.58  0.11
C: 6.55 5.37 4.36  0.29
Cl: 7.53 4.94 3.09  0.18
S: 7.13 6.42 5.60  0.00
C: 5.67 6.24 6.43  0.32
C: 4.74 5.40 5.77  0.08
C: 3.50 4.04 -1.11  0.00
Cl: 2.31 5.29 -1.33  0.00
C: 3.91 3.33 -2.22  0.00
H: 6.11 1.24 -0.70  0.00
H: 5.36 2.54 1.26  0.00
H: 3.49 5.62 1.06  0.00
H: 1.44 4.75 1.19  0.00
H: 1.97 4.66 2.85  0.00
H: 1.11 2.72 3.98  0.00
H: 0.15 0.28 3.18  0.00
H: 1.92 2.18 -0.12  0.00
H: 4.96 2.99 3.66  0.00
H: 3.47 3.87 3.98  0.00
H: 5.51 6.75 7.36  0.01
H: 3.76 5.20 6.18  0.00
H: 3.53 3.57 -3.20  0.00
S: 2.23 -0.22 -3.07  0.40
C: 1.55 -0.29 -1.67  0.78

Computed properties:
LUMO energy (alpha / beta) = -8.616 / -11.587 eV
Total charge = +3
Highest occupied orbital energy (alpha / beta) = -12.67 / -15.27 eV
HOMO-LUMO gap (alpha / beta) = 4.049 / 3.687 eV
Max |F| = 0.003 hartree/bohr
Total energy = -4359.6121 a.u.
Spin multiplicity = 6
Energy relative to the best compared isomer or geometry (same formula, charge and spin) = 31.7 kJ/mol

---

[2]
Computed, not measured: a single C24H23N3O2S molecule in a non-equilibrium geometry, with ωB97M-V with the def2-TZVPD basis set.

Last column: natural (NBO) charge in e.
Positions of all 53 atoms, in Å:
C: 5.53 -1.50 2.17  -0.25
O: 4.82 -0.69 1.27  -0.49
C: 4.15 -1.28 0.24  0.28
C: 4.16 -2.65 -0.03  -0.26
C: 3.45 -3.14 -1.11  -0.21
C: 2.71 -2.30 -1.94  -0.06
C: 2.71 -0.94 -1.65  -0.18
C: 3.42 -0.43 -0.58  -0.24
H: 3.41 0.62 -0.36  0.22
H: 2.14 -0.26 -2.28  0.21
C: 1.89 -2.85 -3.06  -0.42
H: 2.42 -3.66 -3.57  0.21
H: 1.67 -2.07 -3.79  0.21
C: 0.56 -3.41 -2.53  -0.21
N: -0.16 -2.41 -1.78  -0.63
C: -1.13 -1.65 -2.32  0.65
O: -1.59 -1.84 -3.45  -0.68
C: -1.62 -0.59 -1.44  -0.12
C: -1.18 -0.19 -0.17  0.06
S: 0.04 -0.78 0.80  -0.26
N: -1.97 0.90 0.19  -0.40
C: -2.86 1.16 -0.80  0.38
C: -3.87 2.10 -0.89  -0.26
C: -4.65 2.12 -2.03  -0.17
C: -4.40 1.20 -3.05  -0.26
C: -3.41 0.27 -2.92  0.03
N: -2.65 0.25 -1.80  -0.24
H: -3.16 -0.48 -3.66  0.28
H: -5.00 1.21 -3.95  0.23
H: -5.44 2.84 -2.13  0.23
H: -4.03 2.79 -0.07  0.24
C: -1.84 1.66 1.38  0.19
C: -1.66 3.03 1.31  -0.22
C: -1.52 3.77 2.47  -0.22
C: -1.55 3.15 3.71  0.00
C: -1.72 1.77 3.77  -0.21
C: -1.87 1.03 2.62  -0.18
H: -2.00 -0.04 2.67  0.24
H: -1.73 1.28 4.73  0.21
C: -1.36 3.95 4.97  -0.63
H: -0.32 3.90 5.29  0.23
H: -1.62 4.99 4.81  0.22
H: -1.98 3.54 5.77  0.22
H: -1.38 4.84 2.41  0.21
H: -1.61 3.52 0.34  0.22
H: 0.22 -2.12 -0.88  0.43
H: 0.74 -4.26 -1.88  0.19
H: -0.08 -3.71 -3.36  0.23
H: 3.46 -4.20 -1.31  0.20
H: 4.71 -3.33 0.59  0.21
H: 4.87 -2.22 2.67  0.18
H: 6.34 -2.04 1.67  0.17
H: 5.95 -0.83 2.91  0.20

Computed properties:
LUMO energy = 0.105 eV
Highest occupied orbital energy = -7.28 eV
HOMO-LUMO gap = 7.384 eV
Max |F| = 0.021 hartree/bohr
Total energy = -1641.3258 a.u.
Energy relative to the best compared isomer or geometry (same formula, charge and spin) = 0.0 kJ/mol

---

[3]
Computed, not measured: a molecular structure, C14H46Cl2N5O10 in a non-equilibrium geometry, with ωB97M-V with the def2-TZVPD basis set.

Last column: Mulliken charge in e.
Positions of all 77 atoms, in Å:
N: 8.72 -25.15 18.38  -0.56
H: 8.41 -25.92 17.81  -1.05
H: 9.15 -24.52 17.72  0.17
H: 9.41 -25.40 19.07  -1.37
H: 7.87 -24.75 18.75  1.46
N: 11.56 -23.14 17.89  -0.39
H: 10.61 -23.24 17.55  0.17
H: 12.23 -23.26 17.14  0.40
H: 11.71 -23.88 18.55  0.22
H: 11.71 -22.30 18.43  0.28
N: 10.39 -25.35 15.34  -0.27
H: 11.33 -25.39 14.97  0.29
H: 9.91 -26.22 15.50  0.34
H: 9.82 -24.78 14.73  0.46
H: 10.27 -24.80 16.18  0.50
O: 9.48 -23.93 13.93  -0.91
C: 8.74 -23.26 14.99  -1.17
C: 9.36 -23.11 16.53  -0.46
O: 10.00 -24.18 17.25  -0.69
H: 7.75 -23.71 15.08  0.08
H: 8.48 -22.25 14.67  0.57
H: 8.56 -22.75 17.17  -0.25
H: 10.14 -22.36 16.49  0.86
Cl: 8.02 -26.93 15.90  2.16
O: 7.60 -25.84 15.16  -0.60
O: 7.25 -28.07 15.60  -0.87
O: 9.40 -27.25 15.67  -0.79
O: 7.78 -26.66 17.28  -0.92
Cl: 11.09 -25.32 19.89  1.69
O: 9.95 -26.15 19.82  -0.26
O: 11.99 -25.85 20.90  -0.86
O: 11.79 -25.23 18.69  -0.63
O: 10.67 -23.97 20.21  -0.79
C: 8.23 -23.10 20.41  -1.49
C: 6.92 -23.87 20.24  -0.68
N: 6.90 -24.53 18.98  1.33
C: 5.86 -25.59 19.01  1.09
C: 4.42 -25.14 19.27  -2.02
C: 6.73 -23.63 17.84  -0.29
C: 6.65 -24.27 16.43  0.44
H: 9.08 -23.76 20.25  0.47
H: 8.22 -22.56 21.35  0.52
H: 8.30 -22.24 19.73  0.32
H: 6.81 -24.59 21.05  0.58
H: 6.09 -23.19 20.43  0.39
H: 5.96 -26.16 18.09  -0.03
H: 6.14 -26.40 19.69  -0.48
H: 4.12 -24.40 18.53  0.34
H: 3.69 -25.94 19.14  0.53
H: 4.35 -24.74 20.28  0.30
H: 7.56 -22.93 17.73  0.22
H: 5.93 -22.93 18.06  0.39
H: 7.48 -24.96 16.31  -1.40
H: 6.80 -23.44 15.74  0.58
H: 5.68 -24.75 16.26  0.51
C: 7.58 -27.12 19.97  0.45
C: 8.55 -28.28 20.07  -2.03
N: 8.08 -29.43 19.35  0.29
C: 6.93 -30.12 19.95  -0.25
C: 6.86 -31.57 19.50  -1.44
C: 7.98 -29.23 17.88  0.29
C: 9.37 -29.05 17.29  -1.51
H: 7.08 -26.99 19.01  -0.18
H: 8.06 -26.17 20.23  0.47
H: 6.75 -27.17 20.67  0.49
H: 9.59 -28.02 19.88  0.33
H: 8.54 -28.47 21.14  0.65
H: 6.94 -30.00 21.04  0.41
H: 5.99 -29.65 19.67  0.17
H: 7.80 -32.09 19.69  0.32
H: 6.10 -32.12 20.05  0.45
H: 6.58 -31.75 18.46  0.34
H: 7.27 -28.48 17.52  0.04
H: 7.59 -30.15 17.45  0.19
H: 10.11 -29.81 17.56  0.37
H: 9.74 -28.06 17.55  0.21
H: 9.34 -29.05 16.20  0.54

Computed properties:
LUMO energy = 2.758 eV
Total charge = -1
Highest occupied orbital energy = -3.42 eV
HOMO-LUMO gap = 6.183 eV
Max |F| = 0.295 hartree/bohr
Total energy = -2506.0396 a.u.
Energy relative to the best compared isomer or geometry (same formula, charge and spin) = 2748.2 kJ/mol

---

[4]
Computed, not measured: 13 unconnected molecules or ions with the total composition H26O13, with ωB97M-V with the def2-TZVPD basis set.

Last column: natural (NBO) charge in e.
Positions of all 39 atoms, in Å:
O: 1.98 -2.14 -2.96  -0.99
H: 1.11 -2.35 -2.55  0.49
H: 2.35 -1.40 -2.46  0.47
O: 2.30 1.02 1.71  -0.94
H: 2.21 1.91 2.08  0.47
H: 3.22 0.97 1.41  0.47
O: -1.54 1.54 -0.96  -0.98
H: -1.09 2.28 -0.52  0.49
H: -1.52 1.77 -1.90  0.49
O: 2.00 -3.79 0.71  -0.93
H: 1.37 -4.49 0.90  0.47
H: 1.46 -3.07 0.37  0.46
O: 3.52 -0.03 -1.75  -0.94
H: 3.92 0.78 -2.08  0.47
H: 4.18 -0.41 -1.15  0.48
O: -3.60 -0.78 -0.61  -0.96
H: -2.79 -0.25 -0.69  0.48
H: -3.71 -1.18 -1.48  0.48
O: -0.25 -0.78 0.44  -0.98
H: 0.68 -0.54 0.34  0.50
H: -0.70 0.07 0.60  0.51
O: 2.06 2.62 -1.13  -0.94
H: 2.60 3.26 -0.65  0.47
H: 2.49 2.53 -1.98  0.48
O: -3.33 -0.88 2.25  -0.98
H: -3.37 -0.90 1.27  0.48
H: -2.71 -1.58 2.50  0.48
O: -3.74 2.33 0.95  -0.94
H: -2.95 2.16 0.41  0.47
H: -3.46 3.01 1.58  0.46
O: -0.55 -2.46 -1.79  -0.98
H: -0.48 -2.01 -0.92  0.50
H: -1.02 -3.28 -1.59  0.48
O: 0.01 3.93 0.37  -0.97
H: 0.52 3.35 -0.22  0.49
H: 0.66 4.53 0.75  0.48
O: -0.74 -2.28 2.91  -0.97
H: -0.55 -1.70 2.15  0.49
H: -0.54 -1.75 3.68  0.47

Computed properties:
LUMO energy = -0.878 eV
Highest occupied orbital energy = -10.04 eV
HOMO-LUMO gap = 9.167 eV
Max |F| = 0.017 hartree/bohr
Total energy = -993.6949 a.u.
Energy relative to the best compared isomer or geometry (same formula, charge and spin) = 205.8 kJ/mol

---

Number 4 is which compound?
H26O13